No. 1
C34H42BN11O2Re | wB97M-V/def2-TZVPD

Cartesian coordinates (Å):
1 H 2.693 -0.096 -5.392
2 H 2.982 -2.937 2.629
3 C 0.232 -2.885 0.851
4 B 2.686 -0.292 1.547
5 C 1.091 -3.629 1.651
6 H 0.207 -4.457 -1.349
7 C -0.620 -4.667 -0.676
8 C -2.001 -3.948 1.251
9 C -1.937 0.333 -2.375
10 H 1.575 -2.244 -1.510
11 H 1.139 -3.818 -3.376
12 O -2.998 0.554 -2.889
13 N 0.721 -1.606 0.755
14 H -2.874 3.019 4.185
15 N -3.049 -0.805 2.423
16 H -1.478 -4.985 -1.270
17 C -1.299 2.733 2.729
18 C -3.027 -0.476 0.262
19 C 2.922 0.544 -2.019
20 H 0.924 2.955 4.434
21 H -2.706 -0.870 4.484
22 H -0.833 5.180 -1.639
23 C -0.998 -3.459 0.197
24 H 2.883 4.638 0.462
25 C 2.537 0.856 -3.454
26 N 1.880 -1.585 1.471
27 C 2.073 1.450 3.318
28 C -1.794 -0.558 2.046
29 Re 0.113 0.232 -0.232
30 N 0.543 2.390 -0.382
31 N -0.125 -1.126 -1.852
32 N -1.175 1.178 -1.550
33 C 1.959 4.269 0.039
34 C -0.714 -2.864 -3.922
35 H -2.281 1.357 4.097
36 H -0.321 -5.506 -0.046
37 C 4.280 0.497 -1.682
38 H 0.371 0.722 -3.631
39 H 3.675 -0.443 2.203
40 O -2.269 3.103 -2.279
41 C 0.032 1.998 2.647
42 N 0.520 1.075 1.778
43 H 2.058 -1.157 -4.134
44 H -1.331 2.594 4.926
45 H -3.315 -0.322 -0.761
46 H -0.947 -3.552 -4.724
47 C -0.284 3.231 -1.004
48 H -0.964 -0.522 2.731
49 H 5.107 0.686 -2.347
50 C 1.056 5.128 -0.567
51 H 0.954 2.326 -3.130
52 H -2.451 -1.581 -4.214
53 C -1.210 -0.945 -2.621
54 C -1.405 2.549 -1.667
55 H -4.388 -0.566 4.014
56 C 1.006 2.256 3.618
57 C 1.168 1.455 -3.749
58 C 1.677 2.921 0.118
59 H 3.021 1.317 3.817
60 C -1.978 2.407 4.070
61 H 1.259 6.189 -0.633
62 C 2.106 -2.772 2.020
63 H -2.975 3.475 1.614
64 N 2.188 0.269 -0.915
65 H -1.891 2.511 0.629
66 N 1.775 0.751 2.220
67 H -2.965 -4.158 0.786
68 H 2.371 2.259 0.593
69 H 3.786 -0.788 -4.190
70 H -4.906 -0.936 1.341
71 C -3.491 -1.132 3.780
72 H -2.975 1.736 1.774
73 H -1.004 3.785 2.776
74 C 0.697 -2.144 -2.132
75 H 3.271 1.608 -3.748
76 H 5.174 0.036 0.311
77 C -3.842 -0.773 1.301
78 H 0.992 -4.667 1.920
79 C 0.438 -3.020 -3.170
80 H -3.703 -2.196 3.856
81 C 2.788 -0.374 -4.341
82 H -2.147 -3.228 2.047
83 H 1.149 1.783 -4.789
84 N -1.731 -0.332 0.736
85 H -1.469 -2.695 -0.419
86 C -1.556 -1.794 -3.644
87 C -2.331 2.596 1.615
88 H -1.644 -4.872 1.710
89 C -0.093 4.593 -1.112
90 C 4.334 0.180 -0.350
91 N 3.081 0.055 0.102

## Properties
**Charge**: +2
**Max |F|**: 1.66 eV/Å
**Gap between HOMO and LUMO (alpha / beta)**: 8.140 / 6.898 eV
**2S+1**: 2

Mulliken atomic charge list, values in e, 4 entries: H 0.44; H 0.58; C -0.95; B -0.77

---

No. 2
C34H42Cl45N2OS | wB97M-V/def2-TZVPD

Cartesian coordinates (Å):
1 H 2.661 2.277 -3.312
2 H 7.975 7.223 -1.033
3 Cl -4.464 -2.403 3.946
4 C 7.807 -4.753 -4.193
5 Cl -5.715 -0.911 -1.683
6 N -2.110 0.322 -0.666
7 Cl 10.101 7.005 -0.053
8 Cl 5.491 3.304 1.413
9 C -3.509 7.720 0.693
10 Cl -12.970 4.814 1.422
11 Cl -1.109 3.410 4.461
12 C -7.186 -1.548 -2.430
13 H -4.318 7.002 0.812
14 Cl -8.028 -2.636 -1.316
15 H 1.280 0.362 -0.171
16 H -0.383 -2.143 -4.835
17 H -7.846 -0.712 -2.656
18 C -1.449 2.918 6.126
19 Cl 6.516 -0.645 -6.553
20 Cl 9.385 -4.693 -3.395
21 Cl 7.364 1.448 -8.386
22 Cl -4.187 9.219 0.041
23 C 2.588 -6.047 0.671
24 Cl 2.914 4.228 0.427
25 C 4.546 -4.872 -1.517
26 C -0.786 -0.390 -0.940
27 H 8.228 -6.327 1.643
28 H 0.103 -4.358 0.460
29 Cl -8.924 3.290 3.358
30 H -3.046 -4.297 3.369
31 C 3.338 -4.084 -0.942
32 Cl -2.781 8.006 2.281
33 C 2.245 -0.492 -2.681
34 S -1.987 1.879 1.826
35 H -2.834 -0.462 -4.419
36 Cl -15.478 4.472 -0.014
37 O -0.410 2.114 -3.278
38 C 0.899 -2.330 -0.100
39 H -15.158 4.876 2.280
40 H 5.642 -6.908 -1.427
41 C 2.326 -4.594 0.110
42 Cl 4.665 4.721 7.200
43 Cl -6.793 2.256 -0.629
44 Cl 7.777 5.289 0.290
45 Cl -6.463 -3.421 5.799
46 C 8.629 6.382 -0.811
47 C -0.717 -0.184 -3.654
48 H 1.923 -6.517 1.471
49 Cl -2.319 7.038 -0.424
50 Cl -10.193 5.542 2.019
51 C 1.233 0.709 -2.376
52 H 1.697 -1.464 -2.981
53 C -14.649 4.267 1.536
54 Cl -2.885 -2.985 1.420
55 H -2.147 -1.357 -2.414
56 H -4.658 -1.984 6.252
57 Cl 0.471 -0.052 3.485
58 H -0.617 -1.325 1.191
59 H 1.585 2.934 -1.863
60 Cl -5.934 4.672 0.744
61 H -1.316 3.783 6.773
62 H 1.153 -3.657 1.786
63 H -8.496 4.130 1.204
64 H -0.798 -0.690 -5.874
65 Cl 5.130 3.854 -1.422
66 C 3.799 -6.851 0.108
67 C 2.153 2.057 -2.314
68 Cl -1.197 -2.406 3.897
69 C -0.186 -1.017 -4.949
70 H 0.175 1.719 -0.702
71 Cl 9.012 5.559 -2.330
72 Cl 7.121 -5.191 3.380
73 C 0.477 0.631 -0.961
74 Cl 6.551 -5.270 -3.053
75 H 4.068 2.469 7.516
76 Cl -14.718 2.577 2.059
77 H 0.272 -1.373 5.418
78 H 3.187 -3.014 -1.347
79 H 1.171 -2.507 -1.193
80 C 0.309 -1.586 4.351
81 H 2.872 -0.208 -3.612
82 Cl -6.805 -2.382 -3.943
83 H -0.482 -2.122 -2.471
84 C -3.030 -4.516 2.304
85 Cl 9.346 -0.068 -6.893
86 C -5.421 3.312 -0.267
87 C 7.698 -5.379 1.716
88 Cl -0.321 1.657 6.644
89 H 3.000 1.796 -1.568
90 C -4.793 -2.862 5.623
91 C -1.014 -1.117 -2.386
92 H -2.045 1.064 -5.071
93 H 5.202 -4.345 -2.342
94 H -4.680 2.735 0.284
95 H 2.999 -0.682 -1.835
96 C -2.115 0.868 0.499
97 H 1.717 -1.648 0.359
98 Cl -10.448 2.851 0.920
99 Cl 7.400 -3.178 -4.888
100 Cl 8.826 -4.079 1.298
101 Cl 1.710 -2.622 4.045
102 H -1.350 -2.434 -0.100
103 C -2.158 0.429 -4.116
104 H 4.001 -7.900 0.507
105 C 1.053 -3.750 0.646
106 Cl -4.540 -5.336 1.883
107 C -9.397 3.973 1.796
108 C -0.531 -1.633 0.096
109 Cl -1.644 -5.565 1.975
110 H 7.859 -5.482 -5.000
111 H 4.977 5.355 0.382
112 C 4.777 -6.316 -0.988
113 Cl -3.660 -4.112 6.159
114 Cl 2.944 3.586 9.253
115 H -2.705 0.964 -3.272
116 C 3.537 3.416 7.594
117 C 4.669 4.324 0.221
118 Cl 6.333 -5.413 0.582
119 H 7.820 -0.855 -8.498
120 Cl -3.121 2.359 6.280
121 C 7.768 -0.127 -7.691
122 Cl -4.673 3.894 -1.760
123 Cl 2.186 3.392 6.451
124 N 0.204 0.965 -3.422
125 H 0.907 -0.762 -5.153

## Properties
**Charge**: 0
**Max |F|**: 6.08 eV/Å
**Gap between HOMO and LUMO (alpha / beta)**: 8.122 / 8.122 eV
**2S+1**: 2

Mulliken atomic charge list, values in e, 4 entries: H 0.36; H 0.28; Cl 0.03; C -0.08

---

No. 3
C34H42N7O14 | wB97M-V/def2-TZVPD

Cartesian coordinates (Å):
1 H -2.832 3.553 -4.998
2 N -3.482 0.951 0.510
3 C 3.750 1.471 3.014
4 O 1.372 2.087 -0.143
5 C 5.899 1.237 4.145
6 C -1.357 -3.607 -2.088
7 C -3.472 4.023 4.795
8 H -5.583 1.959 0.020
9 H -4.327 4.533 5.222
10 H -2.148 0.629 4.144
11 H -2.145 -5.618 -2.917
12 H 3.379 3.572 4.321
13 H 3.434 1.444 -2.668
14 C -1.546 0.251 -4.506
15 O 4.236 2.405 -4.288
16 C 3.919 0.279 -5.837
17 H 0.282 2.521 -2.488
18 C -2.854 -0.116 1.156
19 C -1.376 2.577 3.166
20 H 3.900 -1.616 -3.833
21 H 4.253 -0.770 -6.141
22 H 4.259 0.698 2.470
23 C -2.444 4.895 4.002
24 O 0.865 4.097 2.292
25 C 4.386 3.149 4.693
26 O -2.681 -1.849 -1.310
27 H -0.510 -1.247 2.528
28 C -4.891 1.421 0.790
29 C 1.091 -4.192 1.674
30 C 3.727 1.371 -3.732
31 C -2.486 2.769 -4.655
32 O 5.020 3.472 5.708
33 H 1.186 2.755 0.551
34 N 3.685 0.306 -4.422
35 C -1.281 4.080 3.304
36 H -1.985 -2.896 4.002
37 C -0.609 0.638 -3.440
38 N -0.172 4.805 2.569
39 C -1.103 -3.227 3.506
40 H -0.602 1.916 2.785
41 H 0.037 -1.701 -1.536
42 O -0.388 5.984 2.453
43 O -3.758 -0.413 -6.080
44 N -2.591 -3.081 -1.722
45 H -2.903 1.149 -1.302
46 H -5.122 2.010 1.602
47 C -0.569 2.077 -3.011
48 H -1.611 1.351 -0.508
49 H 0.786 -6.233 2.560
50 C -1.387 3.111 -3.635
51 C -1.290 -5.118 -2.731
52 C -0.050 -2.833 -1.976
53 O -0.632 -6.788 4.690
54 H 1.195 -1.988 1.041
55 O 1.271 -0.007 -1.007
56 H 3.102 1.210 3.681
57 O -3.682 -3.690 -1.991
58 H -4.166 1.988 5.515
59 O -4.628 1.681 -5.892
60 H -2.006 -0.430 0.668
61 H 5.959 0.359 3.793
62 H -1.674 -0.929 -4.637
63 H -1.285 4.178 -3.323
64 C 1.135 0.738 -0.080
65 N -1.193 -5.626 4.684
66 H 6.238 1.330 5.176
67 C 1.340 -3.606 -2.158
68 H -2.538 6.069 3.730
69 H 0.029 -6.680 -3.638
70 H 2.290 -5.336 -2.823
71 H 2.155 -1.393 -4.154
72 H 3.246 2.226 2.297
73 C 0.735 -2.649 1.794
74 H 1.929 -4.511 1.075
75 H -2.731 2.819 -0.463
76 H 6.629 1.489 3.670
77 N 4.696 2.030 3.921
78 H 3.063 0.446 -6.577
79 H -5.410 0.525 1.142
80 O -1.856 -5.076 5.648
81 C -2.585 1.264 -5.010
82 H 4.726 0.826 -6.236
83 C -0.346 -2.269 2.609
84 H 3.172 -0.979 -2.783
85 C -0.537 -4.678 3.656
86 C 1.216 -5.074 -2.498
87 C -2.375 1.784 4.029
88 C 3.203 -1.040 -3.794
89 O -3.278 -0.721 2.103
90 C 0.507 -5.222 2.639
91 C -3.308 2.554 4.886
92 C -2.682 1.693 -0.434
93 H 0.189 0.030 -3.086
94 N -3.693 0.839 -5.722
95 C 0.005 -5.822 -2.924
96 O 0.574 0.394 1.012
97 H 2.130 -2.939 -2.202

## Properties
**Charge**: -1
**Max |F|**: 14.81 eV/Å
**Gap between HOMO and LUMO**: 6.416 eV
**2S+1**: 1

Mulliken atomic charge list, values in e, 4 entries: H 0.73; N 0.60; C -0.97; O -0.56

---

No. 4
C34H43AsMnN2P2S | wB97M-V/def2-TZVPD

Cartesian coordinates (Å):
1 H -4.621 1.489 -0.382
2 C -1.684 -1.533 -0.585
3 H 0.522 4.271 -0.485
4 H 0.224 -3.976 -1.414
5 C -1.830 1.788 4.392
6 C -0.335 3.619 -0.378
7 C -3.048 3.305 5.809
8 C 2.244 2.081 3.899
9 Mn -0.243 -0.286 -0.798
10 H 4.040 4.951 3.830
11 C -1.598 4.138 -0.118
12 C -2.675 3.280 0.016
13 H 1.567 -3.042 2.178
14 H -4.802 2.516 6.757
15 C 0.228 -0.795 5.042
16 H 3.082 -0.275 -2.031
17 C 1.197 -2.417 2.980
18 H 1.912 -4.118 -1.977
19 H -2.629 -0.207 4.275
20 C 1.232 -3.572 -1.322
21 C 0.745 -2.054 5.321
22 H -2.214 -1.862 -3.401
23 H 1.341 0.257 -3.986
24 C 1.020 2.570 3.452
25 H -3.495 -0.235 3.263
26 H -0.280 2.438 -3.374
27 H -0.044 4.307 2.746
28 H 0.211 -2.601 -3.830
29 H 0.779 -2.408 6.343
30 C -1.979 3.048 4.959
31 N -4.130 0.772 1.526
32 C -3.749 1.019 0.075
33 H 1.557 -3.686 -0.288
34 H -3.657 3.699 0.203
35 C -2.761 0.789 4.683
36 C 3.194 4.285 3.726
37 H 3.620 -1.964 -2.134
38 H -0.148 -0.170 5.842
39 C 1.976 4.776 3.276
40 C -3.150 -0.096 2.241
41 P -0.851 0.107 -3.013
42 H -1.250 3.825 4.773
43 H 3.226 -1.238 -0.556
44 H -4.770 1.756 3.275
45 H -2.005 2.224 -3.054
46 H -3.588 0.038 -0.364
47 H -3.196 -0.425 -3.138
48 C 3.326 2.939 4.037
49 C 0.977 -1.852 -3.614
50 C -2.532 1.891 -0.096
51 H -2.378 -0.647 -4.703
52 P 1.234 -1.827 -1.796
53 N -2.564 -2.277 -0.491
54 C 0.895 3.919 3.126
55 H -3.435 2.551 2.421
56 H 1.896 -2.166 -4.109
57 C -4.377 2.022 2.297
58 C -1.273 1.371 -0.391
59 H 1.868 5.826 3.041
60 H -1.342 1.793 -4.648
61 C -0.198 2.250 -0.519
62 H 1.618 -3.843 4.517
63 C 0.529 -0.470 -4.077
64 C -3.821 1.046 5.539
65 C -2.297 -0.800 -3.627
66 H 0.213 -0.475 -5.122
67 H -2.183 0.406 2.231
68 H -3.150 4.283 6.259
69 C 2.957 -1.274 -1.611
70 H -3.075 -1.051 1.732
71 S 0.729 -0.395 1.119
72 H 2.356 1.036 4.164
73 H -1.742 5.206 -0.026
74 H 0.804 1.861 -0.752
75 C -3.972 2.311 6.094
76 As -0.454 1.370 3.080
77 H -4.518 0.256 5.788
78 H -5.012 0.259 1.490
79 C 0.678 -1.156 2.720
80 C 1.223 -2.861 4.295
81 H -5.097 2.643 1.769
82 C 0.195 -0.336 3.733
83 H 4.271 2.557 4.399
84 C -1.144 1.807 -3.576

## Properties
**Charge**: +2
**Max |F|**: 2.26 eV/Å
**Gap between HOMO and LUMO (alpha / beta)**: 5.548 / 5.385 eV
**2S+1**: 2

Mulliken atomic charge list, values in e, 4 entries: H 0.60; C -0.11; H 0.53; H 0.38